(1)
14
Properties=species:S:1:pos:R:3:forces:R:3:mulliken_charge:R:1 method="wB97M-V/def2-TZVPD" homo_lumo_gap_ev="11.300 / 10.480" charge=+1 homo_energy_ha="-0.532 / -0.638" spin_multiplicity=2
C 1.310280 0.352258 -1.489078 0.3 -0.5 -0.5 -1.142
N 0.141087 -1.361747 0.589794 -0.1 0.2 0.1 -0.274
C -0.330640 -0.147450 0.410311 -0.4 -0.1 0.2 0.989
C 0.198369 0.683182 -0.589421 0.6 0.5 -0.2 -0.121
C -1.457046 0.307862 1.279857 0.2 0.4 -0.5 -1.293
H 1.017895 0.524069 -2.530302 -0.1 0.2 0.0 0.333
H 1.658591 -0.685353 -1.466747 -0.1 0.2 0.2 0.292
H 2.184879 0.999394 -1.337246 -0.2 0.0 0.2 0.321
H 0.912764 -1.697220 0.032294 0.0 -0.2 0.1 0.181
H -0.235072 -1.932952 1.338365 0.2 -0.1 -0.2 0.255
H -0.171433 1.703204 -0.649777 -0.2 -0.2 0.1 0.340
H -2.326638 -0.308019 1.083030 -0.2 -0.3 0.1 0.384
H -1.169636 0.235249 2.327773 -0.1 0.1 0.1 0.399
H -1.733399 1.327520 1.001141 0.1 -0.1 0.3 0.336

(2)
10
Properties=species:S:1:pos:R:3:forces:R:3:mulliken_charge:R:1 method="wB97M-V/def2-TZVPD" homo_lumo_gap_ev=8.075 homo_energy_ha=-0.274 spin_multiplicity=1
C 0.306227 -0.148064 1.074575 -3.2 2.0 1.0 -0.101
C -0.459396 0.211157 -1.016403 2.9 -0.6 1.1 0.048
O 1.571820 -0.262533 0.948719 1.8 -2.1 0.3 -0.266
O -0.161182 -1.274074 1.611122 -2.1 -1.3 1.1 -0.422
O -1.645991 0.177484 -1.455290 -1.6 1.4 -1.7 -0.228
O 0.227769 1.353684 -1.235854 -0.1 -0.6 0.9 -0.427
H 1.729086 -1.215975 1.232507 0.8 0.8 -0.5 0.287
H -1.141842 -1.295592 1.937106 2.8 0.7 -1.3 0.373
H -1.896886 0.991039 -1.983579 0.1 -0.4 0.6 0.301
H 0.973493 1.301196 -0.550868 -1.3 0.1 -1.5 0.434

(3)
23
Properties=species:S:1:pos:R:3:forces:R:3:mulliken_charge:R:1 method="wB97M-V/def2-TZVPD" homo_lumo_gap_ev=9.068 charge=+1 homo_energy_ha=-0.426 spin_multiplicity=1
C -0.453983 1.628611 -0.275197 0.2 3.1 -0.8 -0.375
C 0.399687 0.566381 0.123772 0.2 0.7 3.1 0.509
C -1.787687 1.063116 0.009636 -0.7 0.1 1.1 0.300
C -0.676943 1.051962 1.090009 -0.4 -3.1 -4.2 -0.777
C -2.593082 0.039372 -0.753689 0.4 -1.2 0.6 -1.161
C 2.922854 0.650254 -0.572883 -2.5 -2.1 -0.6 -1.503
C 0.329315 -1.922682 0.116202 -0.6 -2.9 -1.5 -0.775
C 1.782429 0.142233 0.340396 3.7 0.9 1.3 0.258
N 0.859520 -0.698631 -0.377516 -0.4 -1.5 -1.8 0.054
N -3.365579 -0.796009 -0.062149 0.8 1.6 0.9 -0.171
H -0.216353 2.708442 -0.484275 -0.1 -1.5 -0.1 0.295
H -2.451164 1.885381 0.208071 -0.7 0.5 0.1 0.559
H -0.599635 1.270480 2.081815 0.3 1.0 2.3 0.469
H 3.554906 -0.200892 -0.869129 -0.2 0.4 -0.1 0.371
H 3.493201 1.361334 -0.117104 1.6 1.9 1.4 0.458
H 2.398775 1.135080 -1.383580 0.4 0.0 -0.8 0.366
H 0.442892 -1.820321 1.148624 -0.2 -0.7 1.8 0.372
H -0.713157 -1.998567 -0.197229 -0.1 0.2 0.4 0.277
H 0.786968 -2.897292 -0.327421 -0.1 2.0 0.9 0.289
H 2.277470 -0.255509 1.320215 -1.9 0.6 -1.5 0.278
H 1.039076 -0.724702 -1.361986 0.1 0.2 -0.8 0.329
H -3.870725 -1.445197 -0.671939 -0.2 0.3 1.0 0.313
H -3.558774 -0.742855 1.015356 0.4 -0.4 -2.5 0.264

Q: Which relative energy (zero: lowest compared OMol25 entry of this formula, charge and spin) values were calculated for the entries above? A: 0.0000; 4.8327; 7.2255, in eV.